Entry 1:
A structure of composition C3H8N2OS at a distorted geometry, computed with wB97M-V/def2-TZVPD.

Properties
Net charge = 0
Electronic energy = -19095.543 eV
Relative energy (zero: lowest compared OMol25 entry of this formula, charge and spin) = 109.8 kcal per mole
Multiplicity = 3
F_max = 5.663 eV Å⁻¹
LUMO (spin up / spin down) = 0.817 / -2.625 eV

Structure (XYZ):
```
15
C3H8N2OS (wB97M-V/def2-TZVPD)
H 1.1519 -1.2004 1.5867
S 0.4191 0.1608 -0.3554
O -2.1242 1.5935 0.2967
H 1.7656 -0.4216 -3.3034
C -0.9626 2.2550 0.4748
C 0.9790 -0.1543 1.4596
N 0.2246 1.8704 0.2257
C -2.0492 0.1693 0.0683
H 1.9035 0.3835 1.5469
N -1.0258 -0.3440 -0.7066
H -3.1357 -0.0535 -0.3030
H 0.2448 0.1925 2.0567
H -2.1783 -0.2912 1.0366
H -1.3037 3.2578 0.8130
H 2.2030 -1.1262 -3.3834
```

Just the natural (NBO) charges please, in e? Sure, here they are:
1. H 0.213
2. S 0.809
3. O -0.510
4. H 0.002
5. C 0.363
6. C -0.687
7. N -0.716
8. C -0.019
9. H 0.242
10. N -0.462
11. H 0.198
12. H 0.199
13. H 0.204
14. H 0.171
15. H -0.006


Entry 2:
A structure of composition C40H43CdN6O3S2Sb, computed with wB97M-V/def2-TZVPD.

Properties
Net charge = 0
Electronic energy = -90033.661 eV
Relative energy (zero: lowest compared OMol25 entry of this formula, charge and spin) = 22.4 kcal per mole
F_max = 0.979 eV Å⁻¹
LUMO = 0.065 eV

Structure (XYZ):
```
96
C40H43CdN6O3S2Sb (wB97M-V/def2-TZVPD)
H 4.6882 3.1094 -2.5714
C 1.9022 -4.1353 1.5820
H -2.4156 -3.8979 2.1473
C -0.8026 -1.0763 -5.3044
S 2.3142 3.3774 -2.6407
H 2.5470 -1.1308 -2.8448
Sb 0.6618 -0.7203 1.8827
H -1.7019 -1.3430 -3.4044
S 2.3335 2.3678 0.1607
C 2.9794 -2.9909 -1.8590
C -3.3866 0.6205 2.6914
H 0.7195 -2.3801 6.8459
N -2.3106 -2.7602 -1.5690
C -3.9869 1.2674 1.5861
C 4.7978 -0.8883 3.4286
C 0.2331 -0.2438 -5.6488
H 1.4492 2.2678 4.6535
C -4.3567 3.8362 -5.5713
C -2.6542 2.9277 -3.5619
C 2.4434 -1.7142 -1.9384
C 2.1010 -3.2318 0.3904
C 0.2380 -2.5302 5.8878
H -2.3486 -2.1421 1.9251
H 0.7305 1.7532 3.1246
C 3.9403 2.8590 -0.5449
C -1.9251 2.2063 1.9430
H 3.5246 -3.4058 -2.6977
N -0.1818 -0.0020 -3.4417
C -4.0234 2.6616 -3.5172
H 4.1097 3.9069 -0.3035
C 1.5978 -1.9272 0.3259
C -1.8053 2.3821 -2.4716
H -3.8352 -0.1717 3.2755
C 1.6615 2.0545 3.6043
C 4.9727 0.3045 4.1161
H -3.6830 -0.1266 -0.3230
C 0.0839 -2.0203 3.5314
H 4.7057 2.2431 -0.0740
H 1.3302 1.1590 -4.2862
C -2.1505 1.1993 2.9264
C 1.3964 2.7081 -1.2881
C -1.7485 -3.0365 2.1181
C 0.5782 0.4033 -4.4457
N -0.5847 2.9045 -2.3816
O -0.8413 3.9993 -4.7388
H -5.0116 4.1852 -6.3599
C -4.8787 3.1165 -4.5006
H 1.5401 -1.1778 4.8701
C -3.0059 4.1123 -5.6386
H -4.4065 -1.3751 -1.2787
C -3.1170 2.2508 1.1241
H -1.4909 0.9620 3.7513
H -4.9782 1.0684 1.2001
H -3.3516 3.0303 0.4131
H -2.3143 -4.2223 4.4653
H 0.6769 -0.1141 -6.6202
H -1.1966 -3.9351 6.6437
O -2.2814 1.4610 -1.7387
H 1.2512 -4.9701 1.3115
H -5.9400 2.9142 -4.4415
H -1.4172 -3.2202 -1.4943
H 1.2967 -0.2232 -0.9491
H -0.4023 3.6905 -3.9088
H 2.8511 -4.5595 1.9161
H 1.4498 -3.6064 2.4150
H -1.0448 -3.1596 1.2915
H -4.3941 2.0855 -2.6797
C 1.7533 -1.2011 -0.8546
H 3.1896 -4.7487 -0.6632
H 3.8441 1.5683 -2.2696
N -1.0108 -0.8977 -3.9821
H -1.3954 -1.7602 -5.8879
H -3.1186 -3.3443 -1.6968
C -1.4602 -3.5599 4.5483
C -2.1403 3.6826 -4.6317
C -2.4102 -1.5939 -0.8552
C 3.8660 2.6334 -2.0395
C 3.6022 -1.1309 2.7735
C 0.6940 -1.8469 4.7693
N 0.1412 2.5020 -1.2939
N -3.6344 -1.0579 -0.7209
C 2.5578 -0.2079 2.8068
H 5.5867 -1.6298 3.4063
C -1.0171 -2.8765 3.4209
H 3.4806 -2.0564 2.2278
C 3.9524 1.2384 4.1302
Cd -1.0544 1.1831 0.0637
C -0.8372 -3.3958 5.7766
H -1.2484 3.0451 2.0653
C 2.7915 -3.7405 -0.7115
O -1.3863 -1.0952 -0.3656
H -2.5885 4.6742 -6.4641
C 2.7331 0.9976 3.4926
H 5.8978 0.5020 4.6426
H 4.0851 2.1755 4.6606
H 1.9950 2.9843 3.1414
```

Just the Mulliken charges please, in e? Sure, here they are:
1. H 0.479
2. C -1.339
3. H 0.490
4. C -0.520
5. S -0.144
6. H 0.501
7. Sb -1.005
8. H 0.105
9. S 0.265
10. C -0.857
11. C -0.656
12. H 0.470
13. N -0.497
14. C -0.799
15. C -0.855
16. C -0.988
17. H 0.499
18. C -0.352
19. C 0.343
20. C -0.679
21. C 1.019
22. C -0.929
23. H 0.054
24. H -0.363
25. C -0.811
26. C -0.802
27. H 0.396
28. N 0.278
29. C -0.617
30. H 0.405
31. C 0.660
32. C 0.495
33. H 0.513
34. C -1.462
35. C -0.714
36. H -0.259
37. C 0.248
38. H 0.377
39. H 0.347
40. C -0.518
41. C -0.586
42. C -0.984
43. C -0.167
44. N -0.672
45. O -0.695
46. H 0.371
47. C -0.849
48. H 0.461
49. C -0.693
50. H 0.214
51. C -1.062
52. H 0.520
53. H 0.613
54. H 0.585
55. H 0.412
56. H 0.425
57. H 0.387
58. O -0.742
59. H 0.408
60. H 0.409
61. H 0.249
62. H 0.106
63. H 0.706
64. H 0.489
65. H -0.093
66. H 0.008
67. H 0.367
68. C -0.395
69. H 0.425
70. H 0.109
71. N 0.079
72. H 0.434
73. H 0.187
74. C -0.767
75. C 0.517
76. C -0.556
77. C -0.433
78. C -0.138
79. C -1.259
80. N -0.016
81. N -0.145
82. C 0.430
83. H 0.440
84. C 1.482
85. H 0.187
86. C -0.828
87. Cd 4.549
88. C -0.715
89. H 0.868
90. C -0.830
91. O 0.802
92. H 0.421
93. C 0.891
94. H 0.379
95. H 0.457
96. H 0.461


Entry 3:
The molecule C19H23NO5 at a distorted geometry, computed with wB97M-V/def2-TZVPD.

Properties
Net charge = 0
Electronic energy = -31802.988 eV
Relative energy (zero: lowest compared OMol25 entry of this formula, charge and spin) = 46.0 kcal per mole
SMILES = CCOc1ccc(OCc2ccc(C(=O)NC[C@@H]3CCCO3)o2)cc1
F_max = 1.293 eV Å⁻¹
LUMO = 0.728 eV

Structure (XYZ):
```
48
C19H23NO5 (wB97M-V/def2-TZVPD)
O 5.4171 0.8756 0.1392
H 2.9292 0.1310 -1.4930
H 6.4243 0.8862 1.8974
H -1.0002 1.7181 -1.6541
H -8.2826 -1.1607 -1.6526
C -5.1979 -0.6525 -0.1007
O -6.1096 -1.6665 -0.1408
C -2.9359 -0.0076 -0.6660
C -4.3806 1.5376 0.4552
H -9.2800 -0.5400 -0.3291
C 7.1262 -0.2125 -1.0192
H 0.9627 -0.9476 2.5126
H 7.3268 -1.0565 -1.6754
C 1.5648 -0.2608 0.5369
C -0.3302 0.5074 1.4200
H -1.9881 -0.2795 -1.1023
H 5.4306 -0.5650 1.6200
C -3.1422 1.2482 -0.1074
C -7.4307 -1.4397 0.3044
H -7.4315 -0.9527 1.2876
H 7.2341 -1.6321 0.6302
H 5.4808 0.9895 -1.8704
C 0.7701 -0.3463 1.6490
H -3.8009 -1.9177 -1.0882
C 5.6630 0.2401 -1.0923
H 8.2478 -0.2058 0.8529
C -5.3992 0.6044 0.4618
H 4.7753 -1.2979 -2.3473
C -8.2627 -0.6429 -0.6970
O -2.2184 2.2634 -0.0639
H 7.7792 0.6144 -1.2977
H -6.3401 0.8744 0.9141
H -7.8403 0.3468 -0.8525
H -7.8519 -2.4426 0.4195
N 3.3566 -0.6238 -0.9781
H -0.4542 3.0226 -0.5780
O 3.3807 -1.6761 1.0350
O 1.0087 0.5971 -0.3612
H -1.1572 0.6909 2.0743
C 7.2934 -0.5575 0.4667
C 6.1088 0.1563 1.1490
C 4.7154 -0.9641 -1.3079
H -4.5318 2.5136 0.8884
C -0.9434 2.0410 -0.6032
C -3.9547 -0.9399 -0.6601
C 2.8502 -0.9117 0.2492
C -0.1348 1.0550 0.1843
H 4.9961 -1.7824 -0.6418
```

Just the natural (NBO) charges please, in e? Sure, here they are:
1. O -0.525
2. H 0.400
3. H 0.184
4. H 0.190
5. H 0.215
6. C 0.279
7. O -0.495
8. C -0.232
9. C -0.226
10. H 0.214
11. C -0.426
12. H 0.243
13. H 0.212
14. C 0.148
15. C -0.314
16. H 0.214
17. H 0.199
18. C 0.253
19. C -0.061
20. H 0.167
21. H 0.211
22. H 0.183
23. C -0.220
24. H 0.225
25. C 0.089
26. H 0.215
27. C -0.289
28. H 0.201
29. C -0.638
30. O -0.486
31. H 0.213
32. H 0.218
33. H 0.212
34. H 0.193
35. N -0.598
36. H 0.216
37. O -0.627
38. O -0.411
39. H 0.241
40. C -0.442
41. C -0.088
42. C -0.260
43. H 0.223
44. C -0.105
45. C -0.250
46. C 0.636
47. C 0.271
48. H 0.230


Entry 4:
A cluster of 19 separate species, C25H34Cl54N2O4P in total at a distorted geometry, computed with wB97M-V/def2-TZVPD.

Properties
Net charge = +1
Electronic energy = -723136.606 eV
Relative energy (zero: lowest compared OMol25 entry of this formula, charge and spin) = 0.0 kcal per mole
F_max = 3.704 eV Å⁻¹
LUMO = -2.909 eV

Structure (XYZ):
```
120
C25H34Cl54N2O4P (wB97M-V/def2-TZVPD)
H -6.5813 5.0493 5.5015
C -10.6221 6.4268 -6.1829
H -5.0555 -0.9724 5.5003
H 0.8245 3.1537 5.4707
Cl 10.1072 2.0790 -9.4223
Cl -8.8521 4.4688 5.4641
Cl -1.1723 -0.3843 0.0936
Cl 7.1954 -4.8765 -2.8086
Cl -4.9404 3.1969 0.8177
H -5.0600 5.5848 -5.4055
O -0.5613 -0.1168 3.1715
H -2.2070 6.8911 -0.2411
H -2.7749 -1.0398 2.6775
P -0.2240 -5.1319 3.2001
H 8.8994 -0.9758 1.9220
Cl 7.4747 -0.7295 -7.1398
Cl 6.0256 -0.2566 -9.6169
Cl 1.5987 -4.3172 9.6194
O -0.9678 -6.3048 3.6192
Cl -4.1123 2.6997 3.5543
Cl 4.1529 -2.7640 1.7271
H -3.9755 -2.8749 3.9877
Cl -10.3372 6.2685 -4.4466
Cl 1.8814 1.5853 -7.0326
H 0.9283 -3.0074 4.4083
C -1.8306 5.8768 -0.2836
H -0.3079 -5.0186 1.7907
Cl -0.7985 -4.8077 8.0557
C -2.8146 0.1686 -0.2788
H -3.3592 0.2734 0.6541
H -6.2852 2.7324 2.6775
Cl 4.5350 -5.8255 -3.4809
H -0.0705 -3.4807 5.7385
H 1.1175 -5.1361 3.6537
C 0.0372 -3.6732 9.1314
O -5.7232 0.0720 2.8390
H -0.8396 -2.5630 2.1314
Cl -6.8349 3.7325 7.4226
H 12.4060 2.1456 -8.9759
C 5.5037 -4.9260 -2.3135
Cl -2.7790 1.7370 -1.0679
H 3.8370 0.9047 -8.1308
C -5.5092 -0.9111 3.4167
H 0.4044 -0.8978 5.2326
N -1.3195 -0.8014 4.1051
C 10.1031 2.1919 -3.5427
Cl -2.9268 -5.9817 -0.7231
Cl -5.4496 -4.7434 -1.4480
H -3.3118 -3.7984 -1.4853
Cl -3.6531 -1.0272 -1.2788
H -3.1097 -2.3520 5.4295
Cl -7.1872 4.7323 -4.9248
H -0.5703 -3.5386 10.0179
C -2.3201 -1.6407 3.4743
H 2.2985 -3.8693 0.8197
H -5.5295 -2.6944 2.6703
Cl -7.2488 -0.0989 -4.0166
Cl -0.1425 5.9332 -0.7929
Cl 4.0358 3.2366 -8.0700
Cl -4.9086 0.6060 -5.5807
Cl 1.2009 1.0428 6.4197
Cl 8.2252 -2.1506 -9.5580
Cl 11.4392 2.6630 -6.9079
Cl 4.5655 1.3255 -5.9465
O -6.1472 -2.0658 3.0697
Cl 4.3462 -1.5187 -3.8705
C -5.3959 3.3298 2.5160
Cl 8.7702 -2.4175 3.7626
C -3.8344 -4.4741 -0.8179
Cl 9.4749 1.6867 -1.9706
Cl -3.9093 -3.7039 0.7857
H -9.9652 5.7363 -6.6973
Cl 0.0776 3.4242 7.6705
Cl 11.1949 0.9804 -4.2080
Cl -1.9737 5.1648 1.3271
Cl -5.2415 3.7358 -6.8353
H 9.2653 2.2939 -4.2224
H 5.1323 -3.9088 -2.2770
H -3.9766 0.0695 4.5382
H -2.3602 -3.4083 2.1863
Cl -4.6118 3.7628 -3.9993
C -3.4453 -2.0230 4.4414
C -7.3514 4.9573 6.2575
C 11.5428 1.7831 -8.4319
C 0.2762 2.5317 6.1673
Cl 5.3427 -5.6246 -0.6963
Cl 10.9068 3.7581 -3.4190
Cl 6.6133 -1.4939 2.0498
H -1.7927 -4.0970 4.4742
Cl -7.5428 6.5241 7.0439
Cl -10.2422 8.0609 -6.7296
C -0.0907 -2.9319 4.7910
Cl 3.0133 -2.4768 -0.9123
Cl -1.2766 2.1244 5.4431
H 6.6615 -1.9011 -3.9198
C 8.1984 -1.1014 2.7381
Cl 1.4384 -1.7538 1.4157
C -0.5248 -1.4777 5.1225
Cl 6.2528 -1.3574 -1.6755
H 0.0400 -0.7060 2.6755
C -5.4712 4.5882 -5.3058
C -1.6494 -2.8426 2.8074
C -4.4911 -0.8880 4.5684
H -1.0399 -1.4039 6.0781
Cl 11.7538 0.0545 -8.1433
C 3.6099 1.6636 -7.3928
Cl 6.5011 0.4366 -3.9405
Cl -2.8042 4.9764 -1.4508
H -5.0254 0.0719 -3.3099
Cl 8.1240 0.4099 3.6424
C 7.5950 -0.6421 -8.8991
C 6.0249 -1.1802 -3.4193
Cl -5.7636 5.0036 2.9365
C 2.6807 -2.8565 0.7653
N -1.0504 -3.6871 3.8951
Cl -12.2880 6.0063 -6.5823
C -5.5075 -0.3099 -4.2005
Cl 0.2267 -2.0991 8.3462
H 8.2862 0.1523 -9.1493
Cl -5.1001 -2.0259 -4.3520
```

Mulliken population analysis, charges in e, atoms 1 to 99:
1. H -0.057
2. C 0.126
3. H 0.445
4. H 0.344
5. Cl -0.149
6. Cl -0.121
7. Cl -0.009
8. Cl -0.126
9. Cl 0.013
10. H 0.321
11. O -0.311
12. H 0.332
13. H -0.632
14. P 0.623
15. H 0.288
16. Cl -0.016
17. Cl -0.141
18. Cl -0.095
19. O -0.650
20. Cl 0.055
21. Cl -0.075
22. H 0.472
23. Cl -0.131
24. Cl -0.123
25. H 0.624
26. C -0.127
27. H 0.090
28. Cl -0.117
29. C 0.589
30. H -0.384
31. H 0.377
32. Cl -0.123
33. H -0.020
34. H 0.151
35. C -0.061
36. O -0.323
37. H 0.353
38. Cl -0.137
39. H 0.339
40. C 0.821
41. Cl 0.008
42. H 0.080
43. C 0.330
44. H -0.233
45. N 0.767
46. C 0.101
47. Cl -0.124
48. Cl -0.090
49. H 0.168
50. Cl -0.069
51. H 0.618
52. Cl -0.076
53. H 0.367
54. C 1.329
55. H 0.213
56. H 0.222
57. Cl -0.129
58. Cl -0.121
59. Cl -0.127
60. Cl -0.092
61. Cl -0.106
62. Cl -0.125
63. Cl -0.064
64. Cl -0.006
65. O -0.530
66. Cl -0.122
67. C -0.275
68. Cl -0.121
69. C 0.087
70. Cl -0.108
71. Cl -0.065
72. H 0.238
73. Cl -0.113
74. Cl -0.099
75. Cl -0.065
76. Cl -0.121
77. H 0.211
78. H -0.472
79. H -0.164
80. H -0.585
81. Cl 0.006
82. C -1.489
83. C 0.431
84. C -0.017
85. C -0.139
86. Cl -0.143
87. Cl -0.117
88. Cl -0.045
89. H 0.610
90. Cl -0.124
91. Cl -0.117
92. C -0.625
93. Cl 0.018
94. Cl 0.012
95. H 0.274
96. C -0.002
97. Cl -0.121
98. C -0.346
99. Cl -0.023


Please write out number 3 again, unchanged.
The molecule C19H23NO5 at a distorted geometry, computed with wB97M-V/def2-TZVPD.

Properties
Net charge = 0
Electronic energy = -31802.988 eV
Relative energy (zero: lowest compared OMol25 entry of this formula, charge and spin) = 46.0 kcal per mole
SMILES = CCOc1ccc(OCc2ccc(C(=O)NC[C@@H]3CCCO3)o2)cc1
F_max = 1.293 eV Å⁻¹
LUMO = 0.728 eV

Structure (XYZ):
```
48
C19H23NO5 (wB97M-V/def2-TZVPD)
O 5.4171 0.8756 0.1392
H 2.9292 0.1310 -1.4930
H 6.4243 0.8862 1.8974
H -1.0002 1.7181 -1.6541
H -8.2826 -1.1607 -1.6526
C -5.1979 -0.6525 -0.1007
O -6.1096 -1.6665 -0.1408
C -2.9359 -0.0076 -0.6660
C -4.3806 1.5376 0.4552
H -9.2800 -0.5400 -0.3291
C 7.1262 -0.2125 -1.0192
H 0.9627 -0.9476 2.5126
H 7.3268 -1.0565 -1.6754
C 1.5648 -0.2608 0.5369
C -0.3302 0.5074 1.4200
H -1.9881 -0.2795 -1.1023
H 5.4306 -0.5650 1.6200
C -3.1422 1.2482 -0.1074
C -7.4307 -1.4397 0.3044
H -7.4315 -0.9527 1.2876
H 7.2341 -1.6321 0.6302
H 5.4808 0.9895 -1.8704
C 0.7701 -0.3463 1.6490
H -3.8009 -1.9177 -1.0882
C 5.6630 0.2401 -1.0923
H 8.2478 -0.2058 0.8529
C -5.3992 0.6044 0.4618
H 4.7753 -1.2979 -2.3473
C -8.2627 -0.6429 -0.6970
O -2.2184 2.2634 -0.0639
H 7.7792 0.6144 -1.2977
H -6.3401 0.8744 0.9141
H -7.8403 0.3468 -0.8525
H -7.8519 -2.4426 0.4195
N 3.3566 -0.6238 -0.9781
H -0.4542 3.0226 -0.5780
O 3.3807 -1.6761 1.0350
O 1.0087 0.5971 -0.3612
H -1.1572 0.6909 2.0743
C 7.2934 -0.5575 0.4667
C 6.1088 0.1563 1.1490
C 4.7154 -0.9641 -1.3079
H -4.5318 2.5136 0.8884
C -0.9434 2.0410 -0.6032
C -3.9547 -0.9399 -0.6601
C 2.8502 -0.9117 0.2492
C -0.1348 1.0550 0.1843
H 4.9961 -1.7824 -0.6418
```

Just the natural (NBO) charges please, in e? Sure, here they are:
1. O -0.525
2. H 0.400
3. H 0.184
4. H 0.190
5. H 0.215
6. C 0.279
7. O -0.495
8. C -0.232
9. C -0.226
10. H 0.214
11. C -0.426
12. H 0.243
13. H 0.212
14. C 0.148
15. C -0.314
16. H 0.214
17. H 0.199
18. C 0.253
19. C -0.061
20. H 0.167
21. H 0.211
22. H 0.183
23. C -0.220
24. H 0.225
25. C 0.089
26. H 0.215
27. C -0.289
28. H 0.201
29. C -0.638
30. O -0.486
31. H 0.213
32. H 0.218
33. H 0.212
34. H 0.193
35. N -0.598
36. H 0.216
37. O -0.627
38. O -0.411
39. H 0.241
40. C -0.442
41. C -0.088
42. C -0.260
43. H 0.223
44. C -0.105
45. C -0.250
46. C 0.636
47. C 0.271
48. H 0.230


Question: Number 2 is which compound?
Answer: C40H43CdN6O3S2Sb


Question: Among the records above, which one has the highest net charge?
Answer: C25H34Cl54N2O4P


Question: Look up the net charge of the fourth one.
Answer: +1